(1)
Formula: C19H41Cl26N2O4P2S3
Source: OMol25
Level of theory: ωB97M-V with the def2-TZVPD basis set

LUMO, eV: -4.26
E_tot, Ha: -15000.98361
Total charge: +1
Orbital gap, eV: 7.034

CARTESIAN COORDINATES (ANGSTROEM)
C (0.42, -1.29, -1.82)
N (-0.91, -1.15, -2.40)
C (-1.75, -0.05, -2.01)
C (-3.11, -0.52, -1.44)
P (-3.12, -1.14, 0.41)
O (-1.55, -1.10, 0.79)
O (-3.72, 0.17, 1.17)
S (-4.18, 1.03, -1.42)
C (-5.54, 0.07, -1.40)
N (-5.35, -1.16, -1.81)
C (-3.98, -1.50, -2.24)
C (-3.86, -1.50, -3.77)
S (-4.43, -0.13, -4.76)
O (-3.61, 1.02, -4.50)
O (-4.46, -0.61, -6.10)
P (-3.72, -3.37, -1.73)
S (-2.06, -3.95, -0.96)
H (0.62, -2.35, -1.64)
H (1.20, -0.91, -2.47)
H (0.48, -0.78, -0.86)
H (-0.86, -1.22, -3.41)
H (-1.27, 0.56, -1.25)
H (-1.93, 0.62, -2.85)
H (-1.15, -0.22, 0.73)
H (-4.06, -0.13, 2.02)
H (-6.52, 0.39, -1.06)
H (-6.10, -1.85, -1.80)
H (-2.83, -1.66, -4.10)
H (-4.46, -2.34, -4.15)
H (-5.72, 0.08, -4.40)
H (-3.99, -4.02, -2.94)
H (-4.85, -3.56, -0.92)
C (2.81, 2.03, -2.00)
Cl (3.38, 0.91, -3.23)
Cl (1.04, 1.91, -1.76)
H (3.29, 1.80, -1.06)
H (3.04, 3.04, -2.31)
C (5.07, 4.59, 0.50)
Cl (5.62, 3.34, -0.62)
Cl (3.32, 4.51, 0.75)
H (5.57, 4.45, 1.45)
H (5.31, 5.55, 0.07)
C (-6.35, -4.41, 1.71)
Cl (-7.40, -3.82, 0.39)
Cl (-4.79, -3.59, 1.66)
H (-6.85, -4.20, 2.65)
H (-6.18, -5.47, 1.58)
C (-3.00, -5.76, 3.86)
Cl (-3.90, -4.96, 5.16)
Cl (-4.04, -6.80, 2.88)
H (-2.58, -4.99, 3.22)
H (-2.22, -6.36, 4.29)
C (5.10, 5.36, -4.37)
Cl (5.14, 3.61, -4.10)
Cl (5.38, 6.29, -2.89)
H (5.88, 5.61, -5.08)
H (4.13, 5.63, -4.76)
C (-5.52, -7.46, -2.25)
Cl (-3.84, -7.06, -2.58)
Cl (-6.34, -6.14, -1.40)
H (-6.03, -7.63, -3.20)
H (-5.56, -8.35, -1.63)
C (6.28, 4.71, 6.00)
Cl (7.05, 3.56, 4.88)
Cl (5.22, 5.84, 5.16)
H (5.68, 4.13, 6.68)
H (7.06, 5.27, 6.50)
C (-0.28, -3.44, 5.48)
Cl (-1.13, -2.93, 4.01)
Cl (1.24, -2.57, 5.68)
H (-0.91, -3.23, 6.33)
H (-0.07, -4.50, 5.40)
C (3.52, 2.15, 5.57)
Cl (3.68, 2.94, 7.15)
Cl (2.58, 0.65, 5.66)
H (3.02, 2.84, 4.90)
H (4.51, 1.91, 5.22)
C (5.46, -1.77, 4.19)
Cl (5.94, -0.09, 4.42)
Cl (6.73, -2.89, 4.72)
H (4.57, -1.96, 4.78)
H (5.27, -1.93, 3.14)
C (9.68, -0.30, 5.32)
Cl (10.88, -1.46, 4.75)
Cl (9.91, 0.10, 7.03)
H (9.77, 0.61, 4.74)
H (8.70, -0.73, 5.20)
C (1.66, 8.11, -3.66)
Cl (2.19, 7.60, -5.27)
Cl (2.91, 9.01, -2.79)
H (0.79, 8.75, -3.77)
H (1.42, 7.23, -3.09)
C (-5.16, 2.60, -7.57)
Cl (-5.60, 2.33, -9.25)
Cl (-6.34, 3.61, -6.71)
H (-5.11, 1.65, -7.07)
H (-4.19, 3.10, -7.54)

Löwdin atomic charge list, values in e, 8 entries:
1. C -0.141
2. N -0.099
3. C -0.299
4. C -0.599
5. P 0.767
6. O -0.273
7. O -0.300
8. S 1.148

---

(2)
Formula: C24H45BNO14PS2
Source: OMol25
Level of theory: ωB97M-V with the def2-TZVPD basis set

SMILES: CCN(CC)C(=S)SCCC[PH3]B(O)O.C[C@@H]1COC(=O)O1.C[C@@H]1COC(=O)O1.C[C@@H]1COC(=O)O1.C[C@@H]1COC(=O)O1
LUMO, eV: 0.00
E_tot, Ha: -3212.19747
Orbital gap, eV: 7.234

CARTESIAN COORDINATES (ANGSTROEM)
C (-8.43, 2.54, 0.79)
C (-7.97, 2.24, -0.65)
N (-6.50, 2.35, -0.80)
C (-6.10, 3.46, -1.68)
C (-4.64, 3.84, -1.49)
C (-5.90, 1.11, -1.07)
S (-5.51, 0.09, 0.14)
S (-5.69, 0.65, -2.75)
C (-4.14, -0.31, -2.81)
C (-2.95, 0.33, -2.09)
C (-1.82, -0.68, -1.80)
P (-1.25, -0.40, 0.01)
B (-0.71, 0.13, 1.86)
O (-0.97, -0.68, 2.96)
O (-0.09, 1.36, 2.03)
H (-9.24, 3.27, 0.82)
H (-7.59, 2.96, 1.33)
H (-8.73, 1.62, 1.31)
H (-8.28, 1.23, -0.92)
H (-8.46, 2.92, -1.34)
H (-6.32, 3.29, -2.73)
H (-6.70, 4.32, -1.37)
H (-4.43, 4.74, -2.06)
H (-4.41, 4.03, -0.44)
H (-3.99, 3.06, -1.88)
H (-4.31, -1.32, -2.45)
H (-3.92, -0.37, -3.88)
H (-3.28, 0.78, -1.16)
H (-2.57, 1.15, -2.71)
H (-2.18, -1.69, -1.94)
H (-0.99, -0.48, -2.48)
H (-1.33, 1.03, -0.28)
H (-2.42, -1.07, 0.51)
H (-0.01, -1.10, -0.21)
H (-1.72, -0.31, 3.43)
H (-0.65, 2.02, 1.61)
C (2.12, -5.62, -1.96)
C (1.41, -4.77, -0.93)
C (0.90, -5.51, 0.29)
O (-0.21, -4.68, 0.69)
C (-0.67, -4.06, -0.42)
O (-1.68, -3.43, -0.48)
O (0.18, -4.23, -1.45)
H (2.18, -5.08, -2.91)
H (3.12, -5.86, -1.63)
H (1.57, -6.55, -2.14)
H (2.05, -3.93, -0.64)
H (1.62, -5.58, 1.10)
H (0.51, -6.50, 0.04)
C (2.54, 1.33, -0.06)
C (3.59, 0.86, -1.03)
C (3.27, 1.09, -2.49)
O (3.99, 0.02, -3.13)
C (4.08, -0.99, -2.23)
O (4.44, -2.10, -2.50)
O (3.70, -0.58, -1.00)
H (2.68, 0.86, 0.91)
H (2.57, 2.41, 0.07)
H (1.55, 1.04, -0.41)
H (4.56, 1.27, -0.78)
H (3.61, 2.06, -2.86)
H (2.21, 0.96, -2.71)
C (8.34, 5.35, -3.00)
C (7.78, 4.31, -2.06)
C (7.38, 3.00, -2.70)
O (6.34, 2.54, -1.81)
C (5.78, 3.64, -1.24)
O (4.78, 3.63, -0.60)
O (6.52, 4.74, -1.50)
H (8.32, 6.33, -2.53)
H (9.37, 5.11, -3.26)
H (7.75, 5.41, -3.91)
H (8.47, 4.14, -1.22)
H (8.18, 2.27, -2.75)
H (6.94, 3.13, -3.69)
C (-0.53, -3.09, 4.86)
C (0.22, -2.80, 6.13)
C (1.14, -3.89, 6.62)
O (1.16, -3.66, 8.04)
C (-0.01, -3.06, 8.37)
O (-0.39, -2.90, 9.48)
O (-0.67, -2.67, 7.26)
H (-1.36, -2.40, 4.75)
H (0.13, -2.98, 4.00)
H (-0.94, -4.10, 4.87)
H (0.77, -1.85, 6.04)
H (2.15, -3.84, 6.22)
H (0.72, -4.89, 6.45)

Löwdin atomic charge list, values in e, 8 entries:
1. C -0.076
2. C -0.231
3. N -0.230
4. C -0.285
5. C -0.078
6. C -1.124
7. S 0.695
8. S 0.915